Density functional theory data (ωB97M-V/def2-TZVPD) for a 11-piece molecular cluster, C55H120BF14N10O20S10 overall.

Geometry as ORCA input:
```
! RIJCOSX wB97M-V def2-TZVPD def2/J DEFGRID3
* xyz -1 1
B -16.006 0.418 -11.571
F -15.773 -0.575 -10.607
F -14.774 0.846 -12.004
F -16.839 -0.008 -12.599
F -16.612 1.380 -10.893
C -16.530 3.298 -5.993
C -16.221 2.673 -7.320
C -14.680 2.570 -7.365
C -14.299 2.158 -8.807
N -12.709 2.044 -9.023
C -12.359 1.248 -10.311
C -11.033 0.554 -10.050
C -10.906 0.525 -8.532
C -12.184 1.069 -7.939
C -11.946 3.409 -9.015
C -12.456 4.555 -9.940
C -11.582 5.786 -10.140
H -16.185 2.621 -5.212
H -17.572 3.530 -5.771
H -15.990 4.235 -5.851
H -16.521 3.454 -8.018
H -16.665 1.681 -7.404
H -14.320 1.881 -6.601
H -14.191 3.520 -7.152
H -14.658 2.891 -9.529
H -14.593 1.145 -9.084
H -12.279 1.871 -11.202
H -13.091 0.462 -10.499
H -10.204 1.079 -10.525
H -10.867 -0.455 -10.428
H -10.075 1.168 -8.245
H -10.618 -0.393 -8.021
H -12.005 1.656 -7.039
H -12.939 0.319 -7.704
H -10.889 3.220 -9.201
H -12.035 3.700 -7.968
H -13.440 4.908 -9.631
H -12.727 4.129 -10.905
H -10.644 5.537 -10.637
H -11.231 6.308 -9.250
H -11.985 6.534 -10.822
C -11.569 -8.300 -8.759
C -12.184 -8.497 -7.384
C -12.801 -7.302 -6.723
C -14.231 -6.724 -7.193
N -14.770 -5.451 -6.415
C -14.075 -4.212 -7.040
C -14.732 -3.987 -8.417
C -16.234 -4.404 -8.173
C -16.213 -5.052 -6.803
C -14.558 -5.468 -4.916
C -15.439 -6.629 -4.308
C -15.234 -6.723 -2.875
H -12.210 -7.715 -9.417
H -11.567 -9.336 -9.099
H -10.577 -7.887 -8.576
H -11.542 -9.008 -6.667
H -13.045 -9.158 -7.486
H -12.000 -6.575 -6.858
H -13.008 -7.554 -5.683
H -15.047 -7.417 -6.987
H -14.263 -6.506 -8.260
H -14.257 -3.334 -6.421
H -12.992 -4.340 -7.034
H -14.610 -2.944 -8.710
H -14.284 -4.536 -9.245
H -16.946 -3.594 -8.330
H -16.453 -5.161 -8.926
H -16.588 -4.363 -6.046
H -16.808 -5.951 -6.641
H -14.866 -4.483 -4.566
H -13.502 -5.672 -4.738
H -15.162 -7.581 -4.762
H -16.510 -6.492 -4.457
H -14.296 -7.207 -2.604
H -15.924 -7.512 -2.575
H -15.430 -5.797 -2.336
C -22.280 -1.319 -13.653
C -21.259 -0.245 -13.346
C -21.310 0.267 -11.845
C -20.174 1.348 -11.524
N -20.235 1.980 -10.055
C -21.527 2.835 -9.949
C -21.183 3.907 -8.927
C -19.724 4.295 -9.180
C -19.083 3.006 -9.822
C -20.326 0.871 -8.963
C -19.042 -0.005 -8.894
C -19.463 -1.334 -8.280
H -22.096 -2.100 -12.915
H -22.270 -1.728 -14.663
H -23.249 -0.897 -13.390
H -21.271 0.610 -14.022
H -20.329 -0.765 -13.576
H -21.317 -0.516 -11.086
H -22.213 0.856 -11.683
H -20.277 2.125 -12.282
H -19.157 0.984 -11.671
H -22.395 2.206 -9.750
H -21.642 3.365 -10.895
H -21.238 3.540 -7.902
H -21.844 4.768 -9.026
H -19.173 4.626 -8.300
H -19.640 5.186 -9.802
H -18.385 2.677 -9.053
H -18.588 3.230 -10.766
H -21.131 0.191 -9.242
H -20.579 1.279 -7.984
H -18.388 0.521 -8.198
H -18.613 -0.325 -9.843
H -18.669 -2.037 -8.029
H -20.209 -1.768 -8.946
H -20.004 -1.142 -7.353
C -18.103 -3.180 -11.292
C -17.861 -4.502 -11.976
C -16.719 -4.467 -13.037
C -15.354 -4.588 -12.434
N -14.084 -4.653 -13.407
C -12.813 -5.107 -12.539
C -12.898 -6.626 -12.600
C -13.896 -7.091 -13.662
C -14.150 -5.823 -14.427
C -13.881 -3.261 -14.041
C -13.351 -2.196 -13.045
C -12.378 -1.251 -13.707
H -18.131 -2.313 -11.953
H -17.259 -2.945 -10.643
H -18.951 -3.178 -10.607
H -18.782 -4.892 -12.409
H -17.581 -5.259 -11.243
H -16.919 -3.676 -13.760
H -16.871 -5.406 -13.569
H -15.406 -5.596 -12.024
H -15.133 -3.834 -11.678
H -11.941 -4.855 -13.142
H -12.857 -4.874 -11.475
H -11.916 -7.021 -12.861
H -13.059 -7.069 -11.617
H -13.400 -7.862 -14.252
H -14.823 -7.491 -13.249
H -13.331 -5.659 -15.128
H -15.097 -5.756 -14.963
H -14.825 -2.906 -14.456
H -13.164 -3.419 -14.847
H -12.783 -2.539 -12.180
H -14.219 -1.683 -12.631
H -12.692 -0.908 -14.693
H -11.363 -1.646 -13.662
H -12.386 -0.355 -13.085
C -19.946 2.227 -16.314
C -18.927 3.335 -16.217
C -17.936 3.104 -15.065
C -16.980 4.263 -14.871
N -15.767 3.932 -14.034
C -16.198 3.753 -12.516
C -16.214 5.083 -11.918
C -15.346 5.918 -12.864
C -14.769 5.048 -13.933
C -15.040 2.681 -14.522
C -14.685 2.703 -16.052
C -13.991 1.406 -16.498
H -19.386 1.293 -16.352
H -20.521 2.319 -17.235
H -20.637 2.191 -15.473
H -19.445 4.250 -15.929
H -18.456 3.489 -17.188
H -17.475 2.180 -15.414
H -18.505 2.849 -14.172
H -17.424 5.214 -14.578
H -16.478 4.571 -15.788
H -15.426 3.088 -12.128
H -17.189 3.308 -12.602
H -15.854 5.187 -10.895
H -17.218 5.506 -11.867
H -14.605 6.517 -12.334
H -15.886 6.660 -13.452
H -13.861 4.653 -13.479
H -14.724 5.582 -14.882
H -15.770 1.884 -14.377
H -14.125 2.547 -13.945
H -13.978 3.520 -16.194
H -15.495 2.853 -16.765
H -13.380 0.963 -15.712
H -13.330 1.638 -17.334
H -14.674 0.608 -16.788
N -16.870 -2.529 -18.651
S -17.179 -1.694 -17.387
O -16.035 -1.498 -16.511
O -18.544 -1.675 -16.776
F -17.094 -0.250 -18.124
S -16.966 -4.006 -17.838
O -18.194 -4.417 -17.166
O -15.730 -4.494 -17.172
F -17.063 -4.990 -19.060
N -9.940 -3.952 -11.120
S -10.372 -4.097 -9.492
O -9.408 -3.410 -8.592
O -11.022 -5.323 -9.013
F -11.612 -3.090 -9.479
S -9.091 -5.188 -11.146
O -9.797 -6.481 -11.363
O -7.803 -5.242 -10.475
F -8.547 -4.953 -12.666
N -20.838 6.233 -13.935
S -22.201 5.320 -13.884
O -23.445 6.049 -14.069
O -22.223 4.017 -13.178
F -22.001 4.779 -15.338
S -20.372 5.811 -12.571
O -19.684 4.492 -12.491
O -21.106 6.351 -11.469
F -19.133 6.822 -12.553
N -16.509 -2.312 -4.761
S -16.506 -0.800 -5.422
O -15.343 0.047 -5.255
O -17.779 -0.167 -5.545
F -16.153 -1.222 -6.911
S -15.952 -1.847 -3.357
O -16.720 -0.987 -2.444
O -14.528 -1.917 -3.132
F -16.345 -3.221 -2.603
N -11.647 4.421 -15.304
S -10.682 3.294 -14.390
O -9.263 3.064 -14.735
O -11.355 2.172 -13.698
F -10.420 4.333 -13.217
S -10.992 4.178 -16.578
O -10.968 2.844 -17.105
O -9.826 5.070 -16.773
F -12.127 4.854 -17.595
*
```

## Properties
Kohn-Sham gap = 8.52 eV
HOMO level = -7.653 eV

=====

Density functional theory data (ωB97M-V/def2-TZVPD) for a 2-piece molecular cluster, C6H13N overall.

Geometry as ORCA input:
```
! RIJCOSX wB97M-V def2-TZVPD def2/J DEFGRID3
* xyz 0 1
C -1.494 -1.158 -1.267
C -0.879 -0.882 0.091
N 0.596 -0.864 0.182
C 1.448 -1.568 1.117
C -0.076 0.248 0.597
C 0.139 1.655 0.604
C 0.339 1.990 -1.188
H -1.594 -2.242 -1.419
H -2.495 -0.720 -1.340
H -0.874 -0.754 -2.071
H -1.425 -1.273 0.948
H 2.446 -1.111 1.092
H 1.044 -1.465 2.138
H 1.534 -2.617 0.830
H -0.750 2.178 0.988
H -0.175 0.471 2.291
H 1.055 1.917 1.167
H 1.180 1.456 -1.695
H 0.553 3.057 -1.214
H -0.559 1.810 -1.835
*
```

## Properties
Kohn-Sham gap = 9.15 eV
relative energy (zero: lowest compared OMol25 entry of this formula, charge and spin) = 466.04 kJ/mol
HOMO level = -8.122 eV

=====

Density functional theory data (ωB97M-V/def2-TZVPD) for a 13-piece molecular cluster, C60H89Cl26NO3S overall.

Geometry as ORCA input:
```
! RIJCOSX wB97M-V def2-TZVPD def2/J DEFGRID3
* xyz 0 1
C -2.184 -3.038 7.415
C -1.935 -1.548 7.162
C -1.892 -0.736 8.279
C -1.696 0.632 8.116
C -1.557 1.128 6.833
C -1.603 0.325 5.701
C -1.459 1.025 4.352
C -2.239 0.402 3.205
C -1.576 0.140 1.983
C -0.092 0.445 1.768
C 0.179 1.030 0.330
C 1.428 1.949 0.327
C 2.788 1.252 0.128
C 3.029 0.612 -1.257
C 2.686 1.534 -2.460
C 3.698 1.284 -3.642
C 3.037 1.338 -5.043
C 2.608 -0.048 -5.631
C 2.559 -1.211 -4.608
C 1.718 -2.385 -5.161
C 2.402 -3.154 -6.326
N 3.851 -3.290 -6.180
C 4.443 -4.175 -5.345
C 5.796 -3.988 -5.531
C 6.015 -2.979 -6.514
C 4.739 -2.573 -6.891
C -2.269 -0.395 0.902
C -3.612 -0.671 0.981
C -4.301 -0.439 2.193
C -3.604 0.097 3.270
S -4.545 0.421 4.789
C -5.767 -0.798 2.216
O -6.647 -0.227 2.818
C -6.152 -1.990 1.335
Cl -7.416 -3.085 1.847
C -5.528 -2.183 0.184
C -5.835 -3.293 -0.795
C -4.852 -4.471 -0.640
O -4.199 -4.898 -1.544
Cl -4.703 -5.241 0.978
C -4.398 -1.220 -0.200
O -4.189 -0.912 -1.350
C -1.785 -1.032 5.879
H -2.852 -3.487 6.667
H -1.254 -3.605 7.564
H -2.727 -3.102 8.374
H -2.035 -1.121 9.290
H -1.673 1.351 8.953
H -1.400 2.204 6.703
H -1.819 2.062 4.494
H -0.385 1.114 4.153
H 0.477 -0.500 1.793
H 0.295 1.194 2.462
H 0.328 0.193 -0.377
H -0.682 1.591 -0.052
H 1.392 2.549 1.253
H 1.288 2.660 -0.507
H 3.601 1.947 0.399
H 2.858 0.432 0.874
H 2.492 -0.344 -1.380
H 4.100 0.354 -1.302
H 1.646 1.392 -2.794
H 2.807 2.592 -2.170
H 4.312 0.391 -3.471
H 4.389 2.145 -3.596
H 3.771 1.764 -5.748
H 2.173 2.019 -5.011
H 3.265 -0.303 -6.470
H 1.578 0.073 -6.018
H 3.590 -1.554 -4.435
H 2.075 -0.850 -3.687
H 1.521 -3.100 -4.347
H 0.756 -1.981 -5.519
H 2.000 -4.181 -6.351
H 2.180 -2.724 -7.312
H 3.948 -4.873 -4.679
H 6.578 -4.523 -4.994
H 6.974 -2.610 -6.859
H 4.514 -1.814 -7.633
H -1.770 -0.615 -0.043
H -5.067 -0.789 5.119
H -5.726 -2.957 -1.836
H -6.851 -3.700 -0.702
H -1.845 -1.700 5.016
Cl -0.879 -4.701 -3.950
C -1.361 -6.169 -4.844
C -0.186 -7.067 -5.120
Cl 0.940 -6.352 -6.296
H -1.854 -5.861 -5.765
H -2.089 -6.690 -4.227
H -0.531 -8.009 -5.545
H 0.370 -7.286 -4.210
Cl -4.553 0.459 10.773
C -3.883 1.537 12.023
C -3.402 2.844 11.445
Cl -1.958 2.631 10.418
H -3.081 1.006 12.531
H -4.680 1.724 12.742
H -3.122 3.522 12.251
H -4.172 3.325 10.846
Cl -1.755 3.696 1.260
C -1.782 5.120 0.186
C -2.324 4.791 -1.180
Cl -1.221 3.738 -2.108
H -0.773 5.517 0.132
H -2.415 5.864 0.664
H -2.446 5.707 -1.756
H -3.290 4.294 -1.115
Cl 8.666 0.841 -6.806
C 9.647 -0.560 -6.303
C 10.234 -1.298 -7.480
Cl 8.985 -2.134 -8.441
H 9.018 -1.211 -5.697
H 10.449 -0.176 -5.674
H 10.926 -2.060 -7.129
H 10.775 -0.626 -8.144
Cl -4.015 -4.542 -8.116
C -3.685 -3.475 -6.725
C -3.308 -2.079 -7.151
Cl -1.715 -2.028 -7.949
H -2.901 -3.934 -6.128
H -4.596 -3.446 -6.128
H -3.244 -1.433 -6.276
H -4.042 -1.658 -7.835
Cl 1.086 -3.095 0.427
C 0.569 -4.594 -0.391
C 1.709 -5.566 -0.574
Cl 2.909 -4.977 -1.753
H 0.122 -4.321 -1.343
H -0.203 -5.045 0.233
H 1.328 -6.513 -0.955
H 2.226 -5.759 0.364
Cl -0.002 7.449 -1.295
C -0.124 8.779 -2.475
C -1.545 9.253 -2.651
Cl -2.565 8.037 -3.462
H 0.302 8.435 -3.415
H 0.492 9.594 -2.098
H -1.561 10.146 -3.275
H -2.007 9.495 -1.695
Cl -8.116 -4.284 6.624
C -8.962 -3.394 5.331
C -9.882 -2.332 5.877
Cl -11.287 -3.028 6.726
H -9.502 -4.117 4.723
H -8.194 -2.932 4.711
H -10.274 -1.729 5.058
H -9.364 -1.672 6.569
Cl -4.459 3.300 3.109
C -5.017 4.935 3.539
C -5.971 5.502 2.517
Cl -5.171 5.868 0.964
H -4.141 5.566 3.666
H -5.521 4.853 4.502
H -6.387 6.440 2.883
H -6.792 4.818 2.315
Cl -3.290 7.182 6.113
C -1.878 8.087 5.507
C -1.958 8.334 4.021
Cl -1.780 6.831 3.081
H -0.982 7.530 5.771
H -1.860 9.038 6.038
H -1.151 8.998 3.713
H -2.904 8.795 3.743
Cl 0.887 0.543 7.733
C 2.486 -0.251 7.843
C 3.253 -0.159 6.546
Cl 2.508 -1.139 5.254
H 2.327 -1.285 8.142
H 3.042 0.253 8.634
H 4.265 -0.537 6.686
H 3.317 0.868 6.193
Cl 13.299 -2.516 -6.597
C 13.865 -2.658 -8.282
C 15.098 -1.829 -8.539
Cl 14.754 -0.081 -8.482
H 13.045 -2.370 -8.938
H 14.085 -3.711 -8.453
H 15.484 -2.044 -9.535
H 15.881 -2.041 -7.815
*
```

## Properties
Kohn-Sham gap = 6.71 eV
HOMO level = -7.594 eV

=====

Density functional theory data (ωB97M-V/def2-TZVPD) for one molecule with the formula C13H17NO2S2.

Geometry as ORCA input:
```
! RIJCOSX wB97M-V def2-TZVPD def2/J DEFGRID3
* xyz 0 1
C 3.649 -2.943 -1.029
O 2.299 -3.252 -0.786
C 1.580 -2.435 0.033
C 2.067 -1.279 0.634
C 1.237 -0.521 1.443
C -0.077 -0.897 1.675
C -0.997 0.001 2.461
N -1.669 0.913 1.546
C -1.076 2.073 1.188
O -0.125 2.545 1.770
C -1.728 2.831 0.023
C -2.789 2.127 -0.799
S -2.276 0.479 -1.432
C -0.491 0.775 -1.660
C -0.236 2.130 -2.276
S -0.400 3.494 -1.063
C -0.560 -2.052 1.067
C 0.255 -2.814 0.259
H 4.018 -3.731 -1.684
H 4.234 -2.938 -0.104
H 3.757 -1.977 -1.533
H 3.084 -0.956 0.479
H 1.617 0.385 1.893
H -0.433 0.611 3.168
H -1.760 -0.574 2.991
H -2.313 0.472 0.903
H -2.161 3.741 0.454
H -3.053 2.747 -1.658
H -3.692 1.949 -0.212
H -0.161 -0.026 -2.321
H 0.017 0.670 -0.700
H 0.791 2.201 -2.636
H -0.916 2.316 -3.109
H -1.584 -2.356 1.228
H -0.109 -3.711 -0.215
*
```

## Properties
Kohn-Sham gap = 9.11 eV
relative energy (zero: lowest compared OMol25 entry of this formula, charge and spin) = 0.00 kJ/mol
HOMO level = -8.522 eV